(1)
A structure of composition C3H2CuO2 at a distorted geometry, computed with ωB97M-V/def2-TZVPD.

Computed properties:
lowest unoccupied orbital energy (alpha / beta): -5.37 / -6.57 eV
charge: +1
gap between HOMO and LUMO (alpha / beta): 7.24 / 9.17 eV
spin multiplicity: 3
highest occupied orbital energy (alpha / beta): -12.606 / -15.737 eV

XYZ file:
```
8
Properties=species:S:1:pos:R:3:forces:R:3
O -1.10742 -0.44255 -0.66226 -0.6 1.8 -1.9
O 0.64129 0.70513 -0.00604 -1.8 -0.1 -1.2
C -0.66530 -1.19506 0.32617 0.1 1.9 -0.4
C 0.50259 -0.44022 0.85041 1.6 -2.6 1.4
C -0.37999 0.71297 -0.88432 0.5 -2.9 2.2
H 0.38843 -0.14043 1.90457 0.4 0.0 -0.4
Cu -0.70126 2.00524 -2.20174 -0.2 0.3 -0.4
H 1.32165 -1.20508 0.67321 0.0 1.5 0.7
```
Positions in Å, forces in eV/Å.


(2)
A structure of composition C19H37ClNdSi4 at a distorted geometry, computed with ωB97M-V/def2-TZVPD.

Computed properties:
lowest unoccupied orbital energy (alpha / beta): 1.97 / 1.98 eV
charge: -1
gap between HOMO and LUMO (alpha / beta): 4.61 / 4.62 eV
spin multiplicity: 4
highest occupied orbital energy (alpha / beta): -2.642 / -2.642 eV

XYZ file:
```
62
Properties=species:S:1:pos:R:3:forces:R:3
C -0.45735 4.00301 -1.82671 -1.0 -0.3 -0.8
C -1.60097 4.31092 -1.02615 -0.5 -0.9 -1.2
C -2.65409 3.39296 -1.39152 1.2 -0.1 0.1
H -1.72032 5.15174 -0.35723 0.2 -0.2 0.1
C -2.13452 2.45743 -2.33535 0.7 0.7 0.4
C -0.77069 2.81632 -2.61179 -0.5 1.1 0.1
H -0.10679 2.35129 -3.33350 -0.1 0.1 0.0
H 0.50857 4.50604 -1.78504 -0.2 0.1 -0.2
H -3.68628 3.40589 -1.02369 0.7 -0.1 0.0
H -2.70572 1.65706 -2.82143 0.4 0.3 0.4
Nd 0.24398 2.15059 -0.32951 -1.8 -0.9 1.0
Cl 0.33809 3.29822 1.88006 0.3 0.5 0.6
C -3.27568 0.26396 2.57027 -0.3 1.1 -0.4
C -3.91033 -0.06565 1.35793 -0.3 0.2 -0.5
C -4.51016 1.09881 0.81197 0.4 0.6 1.6
H -3.98546 -1.05738 0.92047 0.1 0.0 0.0
C -4.27025 2.17850 1.74191 0.5 -1.0 -0.5
C -3.48384 1.64826 2.81106 -0.1 0.4 -0.6
H -3.02134 2.25567 3.59708 -0.3 -0.3 -0.2
H -2.66885 -0.37858 3.16375 0.3 -0.5 0.5
H -5.09756 1.17805 -0.08611 -0.1 -0.1 -0.2
H -4.51838 3.23053 1.56015 0.0 -0.4 0.2
C 2.51725 1.46922 -2.12313 0.5 0.5 -0.2
Si 2.76276 0.30707 -0.64315 -1.2 -1.5 0.9
C 3.88100 -1.10511 -1.09789 0.9 0.5 -0.5
C 3.44223 1.33754 0.77709 0.4 0.2 -0.3
Si 0.78639 -0.66782 0.03799 -1.1 1.0 -0.2
Si -0.07579 -2.09790 -1.54135 0.7 1.3 1.5
C 1.03078 -3.59988 -1.37756 -0.4 -0.4 -0.8
C -1.85860 -2.49468 -1.14251 0.2 -0.3 -0.4
C 0.04785 -1.26941 -3.21631 -0.2 -0.6 -0.3
Si 0.94752 -1.61022 2.12252 -0.3 1.1 -1.2
C 2.56679 -2.54742 2.06249 -0.1 -0.3 0.8
C 0.93737 -0.29010 3.46329 0.2 -0.4 0.2
C -0.53454 -2.73162 2.33141 0.2 -0.2 0.3
H 3.55222 1.71716 -2.40055 -0.2 0.2 -0.2
H 2.02009 2.46338 -1.94681 0.6 -0.7 -0.5
H 2.05647 0.96575 -2.98659 0.0 0.3 0.4
H 4.83966 -0.64642 -1.36004 0.4 -0.4 -0.2
H 4.03560 -1.80574 -0.27298 -0.1 0.2 -0.1
H 3.50519 -1.66357 -1.96042 0.0 0.1 0.1
H 2.87790 2.26584 0.97897 0.3 -0.3 0.1
H 3.50051 0.76133 1.71045 -0.1 0.1 -0.3
H 4.45935 1.60521 0.46361 0.0 0.3 0.3
H 0.95571 -4.07778 -0.39807 -0.1 0.1 -0.1
H 0.64271 -4.27667 -2.14129 0.3 -0.6 0.0
H 2.08186 -3.38582 -1.58077 -0.1 0.0 0.0
H -2.51033 -1.63406 -1.31742 0.1 -0.1 0.1
H -2.12146 -3.29449 -1.84177 -0.4 -0.1 0.1
H -2.01296 -2.84891 -0.12059 0.1 0.1 -0.1
H -0.64020 -0.42424 -3.31661 0.0 -0.1 0.1
H 1.05813 -0.94099 -3.46781 0.0 -0.1 0.0
H -0.25409 -2.06062 -3.91005 0.0 0.3 -0.5
H 3.43169 -1.89171 1.93259 -0.1 0.0 0.1
H 2.61584 -3.02827 3.04271 0.5 -0.3 0.0
H 2.57830 -3.30967 1.27917 -0.1 0.1 0.1
H -0.03044 0.22714 3.52874 0.2 -0.2 -0.1
H 1.11413 -0.84357 4.39548 0.0 0.3 0.2
H 1.72698 0.46277 3.33596 -0.2 -0.2 0.0
H -1.48512 -2.18349 2.31727 0.3 0.0 0.0
H -0.57433 -3.52500 1.57743 0.1 0.1 0.2
H -0.38648 -3.18087 3.31989 -0.4 -0.2 0.0
```
Positions in Å, forces in eV/Å.


Sequential ΔE to the lowest compared entry with this formula, charge and spin output: 0.0 0.0 kcal per mole